[1]
The following is a DFT calculation (ωB97M-V with the def2-TZVPD basis set) of C22H35ClO2P2Pb as an isolated structure in a non-equilibrium geometry.

Each line ends with the Mulliken charge.
Positions of all 63 atoms, in Å:
P -0.75679 1.51459 -2.93746  0.693
P 1.98621 0.19931 -0.99459  0.691
C 0.95176 1.21346 -3.52526  -1.258
C 1.64004 0.03912 -2.82083  -0.874
H 1.50832 2.14529 -3.38950  0.368
H 0.81971 1.01852 -4.60361  0.514
H 0.97457 -0.84056 -2.84553  0.172
H 2.55211 -0.26413 -3.35212  0.612
C 2.97396 1.70974 -0.74177  -1.355
H 2.99145 1.90271 0.34073  0.350
H 2.53821 2.57708 -1.24427  0.324
H 4.00721 1.58281 -1.07751  0.448
C 3.46782 -0.98998 -1.14172  -1.595
H 4.11387 -0.69355 -1.98308  0.575
H 3.15323 -2.02635 -1.31844  0.282
H 4.08369 -0.99237 -0.23721  0.448
C -1.37953 2.62182 -4.24999  -1.327
H -2.04765 3.39152 -3.80296  0.341
H -1.96448 2.04626 -4.97244  0.420
H -0.56958 3.15083 -4.79291  0.392
C -1.52273 -0.15081 -3.17536  -0.623
H -0.91795 -0.96961 -2.74601  -0.425
H -1.60751 -0.39148 -4.24959  0.419
H -2.51296 -0.20371 -2.70790  0.443
Pb -0.22997 2.46724 -0.59744  1.052
C 2.14360 -3.47860 0.89552  -0.693
C 1.72767 -2.23849 1.16910  -0.620
C 0.34209 -1.66132 1.19913  1.097
C -0.79567 -2.50597 0.54905  -1.388
C -0.56597 -2.93373 -0.84845  0.272
C 0.12911 -3.93659 -1.41246  -0.751
C 1.10650 -4.90007 -0.81031  -0.663
C 1.36688 -4.72302 0.69807  -0.915
C -2.53923 2.10712 -0.74238  -1.669
H 3.22892 -3.65168 0.74694  0.347
H 2.48636 -1.44839 1.36531  0.681
H 0.43114 -0.71960 0.61765  -0.603
H 0.04178 -1.27727 2.19436  0.252
H -1.11557 -3.34311 1.18665  0.370
H -1.66068 -1.80963 0.48759  0.438
H -1.16114 -2.30296 -1.53850  0.353
H -0.04083 -4.10856 -2.46335  0.397
H 2.07414 -4.84232 -1.34721  0.350
H 0.77862 -5.93982 -1.03821  0.445
H 0.40303 -4.69973 1.22996  0.332
H 1.93048 -5.60771 1.06429  0.402
H -2.71770 1.22654 -0.12169  0.360
H -3.00701 1.94931 -1.72603  0.522
H -2.90453 3.02709 -0.27152  0.450
Cl -3.02601 2.39175 7.83319  -0.217
C -2.49230 2.52546 6.20527  0.397
C -2.75164 3.69622 5.47489  -0.612
C -2.29024 3.82627 4.16620  -0.247
C -1.55493 2.80422 3.58443  -0.172
C -1.34964 1.61193 4.28623  -0.058
C -1.79120 1.46727 5.59609  -0.652
C -0.99444 2.95504 2.20296  0.630
O -1.16554 3.95188 1.45732  -0.832
O -0.33540 1.91381 1.82914  -0.734
H -3.29054 4.52369 5.93289  0.385
H -2.48307 4.71413 3.56977  0.421
H -0.83152 0.80636 3.77866  0.428
H -1.57854 0.57275 6.16625  0.410

## Properties
Orbital gap ... 7.37 eV
Molar mass ... 636.12 g/mol
HOMO ... -7.8 eV
Net charge ... 0
LUMO energy ... -0.43 eV
Energy above the lowest of the compared OMol25 structures with the same formula, charge and spin ... 0.0 kJ/mol
E ... -2345.41241 hartree

[2]
The following is a DFT calculation (ωB97M-V with the def2-TZVPD basis set) of a 7-piece molecular cluster, C22H35FO22PS overall in a non-equilibrium geometry.

Each line ends with the Mulliken charge.
Positions of all 82 atoms, in Å:
C 7.35518 2.36371 -0.07027  -0.892
C 7.86383 1.08853 -0.77226  -0.377
C 6.87137 0.47532 -1.77018  -0.708
C 5.57431 -0.00705 -1.08826  -0.534
O 4.37189 0.55050 -1.74969  -0.385
P 3.68062 1.68889 -0.97451  0.788
O 2.36951 2.15162 -1.73965  -0.388
S 3.08449 0.92328 0.97546  1.068
O 1.88442 1.49935 1.39967  -0.406
O 3.11038 -0.46790 0.83999  -0.494
F 4.30659 1.30836 1.85069  -0.139
H 7.89888 2.45651 0.86937  0.340
H 7.58292 3.25458 -0.65240  0.277
H 6.29767 2.31666 0.20931  0.168
H 8.20274 0.37989 -0.01169  0.307
H 8.74963 1.37580 -1.33007  0.345
H 7.36063 -0.40006 -2.19895  0.301
H 6.62582 1.17746 -2.56947  0.376
H 5.47169 -1.08561 -1.15858  0.436
H 5.64900 0.22790 -0.02162  0.330
H 4.52304 2.81038 -0.91890  0.255
H 2.71485 2.83371 -2.35630  0.411
C -1.51197 1.04345 -1.58556  -0.051
C -0.39560 0.02888 -1.66493  0.029
O -1.07301 -1.13609 -2.12977  -0.365
C -2.19715 -0.73122 -2.78761  0.660
O -2.88925 -1.44098 -3.43123  -0.505
O -2.41557 0.59930 -2.59591  -0.381
H -1.17076 2.05708 -1.78623  0.289
H -2.02489 1.02676 -0.62183  0.061
H 0.37545 0.31377 -2.38469  0.196
H 0.06946 -0.15054 -0.69623  0.090
C -3.50636 -0.98467 0.78541  -0.114
C -4.76697 -1.56933 1.37056  -0.372
O -4.65669 -1.21151 2.75455  -0.297
C -3.84284 -0.12820 2.84265  0.535
O -3.67671 0.51335 3.82498  -0.543
O -3.23974 0.12469 1.64763  -0.301
H -3.63655 -0.65581 -0.24376  0.213
H -2.66360 -1.67840 0.83295  0.235
H -5.66896 -1.11533 0.95815  0.242
H -4.83035 -2.64575 1.25058  0.328
C -7.12385 -3.68912 3.27271  -0.371
C -8.50746 -4.24190 3.52091  -0.319
O -9.27179 -3.64185 2.46956  -0.324
C -8.42121 -3.32296 1.46711  0.639
O -8.75826 -2.96221 0.38637  -0.521
O -7.12886 -3.46947 1.85493  -0.244
H -6.33479 -4.38206 3.55424  0.359
H -6.95460 -2.73584 3.77623  0.256
H -8.55188 -5.32714 3.41437  0.267
H -8.90446 -3.96598 4.49425  0.295
C 0.63424 5.46784 1.05010  -0.332
C 0.52387 6.54802 0.00157  -0.380
O 1.74467 6.37682 -0.73931  -0.336
C 2.15219 5.11847 -0.56642  0.650
O 3.04931 4.60648 -1.18564  -0.618
O 1.44486 4.48442 0.38135  -0.192
H -0.32762 5.05157 1.33580  0.325
H 1.15593 5.80173 1.94728  0.269
H -0.31983 6.39739 -0.67280  0.268
H 0.46263 7.54603 0.42541  0.316
C -12.02516 -3.75371 -1.12522  -0.297
C -10.91922 -4.77808 -1.18788  0.011
O -11.60200 -5.94647 -1.65172  -0.348
C -12.71550 -5.53972 -2.31569  0.590
O -13.40954 -6.25033 -2.96278  -0.504
O -12.92575 -4.20892 -2.13893  -0.339
H -11.67875 -2.74578 -1.33744  0.276
H -12.54401 -3.75529 -0.16446  0.266
H -10.14348 -4.51271 -1.90803  0.253
H -10.45737 -4.95621 -0.22150  0.069
C 12.48422 0.17704 -0.45990  -0.295
C 12.35633 0.41787 1.02570  -0.338
O 11.69246 1.68573 1.07603  -0.315
C 11.02296 1.84958 -0.08664  0.656
O 10.23887 2.72080 -0.29554  -0.531
O 11.35825 0.89237 -0.98440  -0.310
H 12.43245 -0.87591 -0.72439  0.294
H 13.39732 0.60306 -0.87780  0.274
H 11.73035 -0.32777 1.51955  0.248
H 13.31698 0.46300 1.53162  0.303

## Properties
Orbital gap ... 7.76 eV
Molar mass ... 733.54 g/mol
HOMO ... -11.6 eV
Net charge ... +1
LUMO energy ... -3.81 eV
E ... -3353.78217 hartree

[3]
The following is a DFT calculation (ωB97M-V with the def2-TZVPD basis set) of C22H35IrNO4P2 as an isolated structure in a non-equilibrium geometry.

Each line ends with the Mulliken spin population.
Positions of all 65 atoms, in Å:
P -1.49167 2.20878 -0.59554  0.056
P 1.93544 1.43775 -0.45629  0.385
C -0.10273 3.38948 -0.85162  0.053
C 1.28288 2.92176 -1.24846  0.041
H -0.08653 4.06605 0.01549  0.017
H -0.50038 3.93273 -1.71062  0.010
H 1.36317 2.85052 -2.33982  0.019
H 1.99568 3.65927 -0.89587  0.019
C 2.54941 1.93262 1.16163  -0.010
H 2.83186 0.99858 1.66185  -0.004
H 1.75294 2.41795 1.73758  0.003
H 3.40928 2.60605 1.04543  0.006
C 3.21280 0.78665 -1.55160  0.008
H 3.92844 1.58223 -1.81476  0.008
H 2.74600 0.37820 -2.45875  0.003
H 3.70964 -0.02696 -1.01191  -0.001
C -2.61999 2.81279 0.66274  -0.009
H -3.40789 2.07207 0.82831  0.002
H -3.07741 3.76549 0.36449  0.000
H -2.07504 2.95654 1.60476  -0.001
C -2.24284 1.99850 -2.23759  0.016
H -1.73500 1.14414 -2.71823  -0.005
H -2.11541 2.89596 -2.84888  0.006
H -3.30575 1.76793 -2.12722  0.001
Ir -0.15593 0.57436 -0.51553  1.666
C 1.88407 5.49614 -2.41301  0.024
C 2.12386 5.80199 -1.12347  0.017
C 1.54084 7.00684 -0.46637  -0.002
C 0.06884 7.31933 -0.84820  0.000
C -0.82998 6.17017 -1.20671  0.027
C -1.08491 5.78198 -2.47435  0.007
C -0.29315 6.28097 -3.63959  0.003
C 1.23246 6.43250 -3.38228  -0.001
C -1.81825 -0.40243 0.33079  0.254
H 2.34052 4.61835 -2.87899  0.000
H 2.89379 5.30127 -0.53305  0.004
H 2.13072 7.90382 -0.71094  0.001
H 1.62064 6.89162 0.62297  0.001
H -0.37781 7.81049 0.02820  0.000
H 0.07117 8.07412 -1.64879  0.001
H -1.37098 5.73527 -0.36654  -0.001
H -1.95273 5.17076 -2.72564  0.000
H -0.65652 7.26566 -3.96798  0.001
H -0.44431 5.60334 -4.48819  0.000
H 1.72754 6.27808 -4.35254  0.000
H 1.43812 7.48020 -3.11289  0.002
H -1.82468 -1.41586 -0.09409  0.023
H -2.81598 0.04711 0.19851  0.007
H -1.59964 -0.48290 1.41169  0.007
O 2.05683 -1.10115 1.28386  0.074
C 1.26841 -1.66032 0.51424  0.010
O 0.78809 -1.15395 -0.61145  0.274
C 0.79184 -3.05587 0.85323  0.084
C 0.01608 -3.81557 -0.04411  -0.030
C -0.52702 -5.02774 0.34698  0.083
C -0.28292 -5.50446 1.65338  -0.080
C 0.56641 -4.79786 2.53416  0.092
C 1.10189 -3.58518 2.12943  -0.030
N -1.05370 -6.59532 2.14972  0.304
O -1.86721 -7.14977 1.37596  0.772
O -0.90693 -6.93831 3.34297  0.770
H -0.18364 -3.42457 -1.04513  -0.003
H -1.15670 -5.60975 -0.31975  0.010
H 0.76729 -5.22232 3.52084  0.008
H 1.73908 -3.00763 2.81370  0.000

## Properties
Orbital gap (spin up / spin down) ... 5.94 / 4.50 eV
2S+1 ... 6
Molar mass ... 631.69 g/mol
HOMO (spin up / spin down) ... -12.2 / -14.2 eV
Net charge ... +2
LUMO energy (spin up / spin down) ... -6.29 / -9.72 eV
Energy above the lowest of the compared OMol25 structures with the same formula, charge and spin ... 301.1 kJ/mol
E ... -2001.07733 hartree